Formula: C31H31NO5
Source: OMol25
Level of theory: the ωB97M-V functional and the def2-TZVPD basis

As for the orbital gap: 3.09 eV. As for the net charge: 0. As for the relative energy (zero: lowest compared OMol25 entry of this formula, charge and spin): 22.07 kcal/mol. The highest occupied orbital energy is -5.66 eV. The calculated total energy is -44375.7708 eV. The LUMO energy is -2.6 eV.

Geometry as XYZ:
```
68
Properties=species:S:1:pos:R:3:forces:R:3:mulliken_charge:R:1
C -5.2697 -2.1706 3.3443 -0.049 0.026 0.072 -0.820
O -4.5882 -0.9799 3.6518 0.825 0.429 -0.350 -0.470
C -3.4132 -0.7647 2.9267 -0.051 0.057 0.032 0.906
C -2.7075 0.4126 3.1780 -0.745 -0.264 0.394 -0.792
C -1.5506 0.7074 2.5001 -0.056 -0.105 -0.123 -0.057
C -1.0612 -0.1559 1.5337 0.217 -0.098 -0.238 -0.192
C 0.2297 0.1544 0.8422 0.074 0.243 -0.722 -1.513
C 1.3847 -0.3598 1.6182 2.000 -0.455 1.428 1.228
C 1.7805 -1.7201 1.4619 -1.743 1.298 -0.979 0.394
O 1.2043 -2.4058 0.6173 1.112 -1.055 0.577 -0.750
O 2.7841 -2.2150 2.2639 0.448 0.556 0.408 -0.355
C 3.0311 -1.4595 3.4749 -0.405 -0.270 0.399 1.404
C 1.9118 -1.7771 4.4740 -0.032 0.082 -0.166 -1.399
C 4.3877 -1.9069 4.0310 -0.259 0.308 -0.563 -1.774
O 3.0767 -0.0220 3.3019 0.256 -0.481 -0.187 -0.407
C 2.0621 0.4993 2.5307 -1.962 -0.743 -1.831 0.094
O 1.7104 1.6783 2.5981 1.191 1.004 1.189 -0.482
C -1.7314 -1.3484 1.3042 0.378 0.359 -0.122 -0.839
C -2.8928 -1.6441 1.9768 -0.901 -0.093 0.645 -0.435
H -6.1744 -2.2095 3.9525 0.124 0.125 0.005 0.234
H -5.5502 -2.1741 2.2899 -0.045 -0.231 -0.077 0.332
H -4.6425 -3.0307 3.5848 -0.079 -0.186 -0.125 0.329
H -3.0879 1.0864 3.9232 -0.163 0.193 0.286 0.415
H -0.9886 1.5955 2.7384 0.111 0.231 0.018 0.513
H 0.2378 -0.2866 -0.1623 -0.060 -0.065 0.172 0.557
H 0.3298 1.2401 0.7130 -0.013 -0.137 0.138 -0.022
H 0.9503 -1.4580 4.0746 -0.021 0.015 -0.057 0.250
H 1.8643 -2.8476 4.6648 0.082 -0.049 -0.026 0.394
H 2.0827 -1.2496 5.4106 0.097 0.025 0.040 0.343
H 5.1738 -1.6902 3.3104 0.013 0.032 -0.082 0.402
H 4.6133 -1.3790 4.9549 -0.119 0.063 0.038 0.386
H 4.3852 -2.9777 4.2228 -0.133 -0.021 -0.025 0.386
H -1.3060 -2.0647 0.6210 0.046 -0.061 -0.196 0.441
H -3.3960 -2.5689 1.7691 -0.089 -0.286 -0.076 0.373
C -1.3677 6.0894 1.2447 -0.177 0.099 0.098 -1.655
C -0.2549 5.7848 2.1747 -0.732 0.057 1.546 0.101
N -0.3500 5.8647 3.5394 -0.038 -0.016 -1.716 0.306
C -1.5366 6.2659 4.2903 -0.052 0.050 -0.288 -0.987
C 0.8693 5.4709 4.1232 1.230 -0.528 -0.264 -0.246
C 1.7404 5.1216 3.0777 0.533 0.084 0.791 1.430
C 2.9988 4.5886 3.3675 -0.526 0.094 -0.133 0.021
C 3.3867 4.4679 4.6801 -0.060 0.040 0.204 -1.056
C 2.5411 4.8634 5.7176 0.298 -0.022 -0.227 -0.725
C 1.2822 5.3526 5.4550 -0.908 0.355 -0.397 -1.031
C 1.0446 5.3465 1.8290 1.502 -0.662 -1.859 1.437
C 1.5019 5.0512 0.5254 -0.999 0.113 2.143 -0.583
C 2.8357 4.6666 0.1323 1.002 -0.136 -0.321 0.251
C 3.9956 5.3600 0.5494 -0.889 -0.135 -0.060 -0.339
C 5.2431 4.9419 0.1541 0.225 0.065 -0.055 -0.569
C 5.3874 3.8180 -0.6423 -0.068 -0.055 -0.026 -0.465
C 4.2674 3.1323 -1.0806 0.320 -0.180 -0.077 -0.670
C 3.0130 3.5621 -0.7297 -0.728 0.621 0.387 -0.453
H -1.0752 5.9373 0.2055 0.047 0.006 0.193 0.378
H -2.2273 5.4473 1.4454 -0.016 -0.001 0.072 0.377
H -1.6925 7.1262 1.3479 -0.035 0.020 0.035 0.376
H -1.3510 6.2097 5.3610 0.153 -0.059 -0.169 0.341
H -1.8009 7.2898 4.0323 -0.027 0.044 0.031 0.335
H -2.3732 5.6123 4.0471 0.029 -0.038 0.001 0.338
H 3.6326 4.2494 2.5716 0.151 -0.121 0.022 0.410
H 4.3569 4.0576 4.9060 0.100 -0.097 0.065 0.450
H 2.8856 4.7849 6.7374 -0.070 -0.030 0.093 0.411
H 0.6325 5.6462 6.2610 -0.135 -0.004 0.212 0.299
H 0.7468 4.9965 -0.2415 -0.174 0.052 -0.265 0.337
H 3.8889 6.2350 1.1674 -0.023 0.169 0.160 0.515
H 6.1180 5.4909 0.4634 0.082 0.095 0.082 0.426
H 6.3703 3.4805 -0.9293 0.124 -0.031 -0.030 0.417
H 4.3820 2.2549 -1.6954 -0.033 -0.111 -0.089 0.427
H 2.1417 3.0330 -1.0773 -0.157 -0.182 -0.054 0.323
```
Forces are in eV/Å.



Formula: C20H64BF4N12O10
Source: OMol25
Level of theory: the ωB97M-V functional and the def2-TZVPD basis

As for the orbital gap: 8.64 eV. As for the net charge: -1. The highest occupied orbital energy is -6.49 eV. The calculated total energy is -71688.5979 eV. The LUMO energy is 2.1 eV.

Geometry as XYZ:
```
111
Properties=species:S:1:pos:R:3:forces:R:3:mulliken_charge:R:1
B -0.1053 0.1238 0.0549 0.232 -0.735 -1.239 -0.719
F -0.4092 -1.1796 -0.3131 -0.503 -0.973 -0.299 0.522
F -1.1537 0.6787 0.7111 -2.248 0.734 0.182 0.339
F 0.9673 0.0948 0.8430 1.855 0.027 1.744 -0.057
F 0.1326 0.8981 -1.0529 0.420 0.138 -1.442 0.308
C -5.1511 0.7222 -0.0344 0.706 4.626 3.908 0.445
O -5.2222 1.5657 0.8888 0.017 -1.354 -0.562 -0.819
N -6.2162 0.3781 -0.6954 -4.036 -2.264 -2.874 -0.286
N -4.0158 0.2793 -0.5391 0.958 -1.761 -1.354 -0.037
H -7.1872 0.4906 -0.4415 0.661 0.738 0.793 0.288
H -6.1958 -0.2949 -1.4482 0.504 0.100 0.029 0.172
H -3.1281 0.3010 -0.0579 -0.216 0.142 0.156 -0.475
H -4.2651 -0.5242 -1.0980 1.393 -0.203 -0.192 0.280
C 0.6633 -3.3036 -2.7216 -0.616 -0.777 -2.358 0.322
O 1.0329 -3.8953 -3.7553 0.048 0.466 1.425 -0.781
N 1.2859 -3.1562 -1.5839 3.544 -0.648 2.259 -0.062
N -0.5330 -2.7366 -2.6052 -2.074 0.225 -1.804 -0.373
H 2.1930 -3.5941 -1.5099 -0.124 0.305 0.258 0.190
H 0.9799 -2.4728 -0.9061 0.159 -0.226 -0.041 -0.092
H -0.7714 -2.1594 -1.8114 -0.297 -0.015 -0.483 0.351
H -1.0141 -2.8088 -3.4903 -0.573 0.595 0.482 0.198
C 3.2171 -0.3534 -4.3019 -0.249 1.403 -3.057 0.672
O 2.8370 0.3765 -5.2303 0.049 -0.052 0.172 -0.782
N 4.2241 -1.1542 -4.3742 3.986 -2.245 -2.137 -0.427
N 2.6719 -0.4384 -3.1587 -3.543 1.431 3.921 0.236
H 4.5830 -1.6483 -3.5697 0.069 0.000 -0.655 0.156
H 4.6288 -1.1700 -5.2994 0.510 -0.505 0.475 0.259
H 1.9889 0.3032 -3.0989 -0.269 -0.486 1.307 -0.510
H 3.0582 -0.9795 -2.3984 -0.551 0.475 0.148 0.166
C -2.5410 4.0973 1.8591 0.042 2.807 1.261 0.565
O -3.2814 4.6491 2.6333 -2.369 0.360 1.960 -0.771
N -2.8373 3.2849 0.9172 -2.616 -3.287 -2.219 -0.048
N -1.2923 4.4445 1.7965 4.250 0.904 0.704 -0.306
H -2.1246 3.0263 0.2499 -0.755 -0.245 -0.026 0.217
H -3.7030 2.8047 1.1174 -0.158 -0.583 -0.952 0.127
H -1.0065 5.2663 2.3094 0.148 -0.372 -0.330 0.181
H -0.7908 3.9912 1.0461 0.812 1.284 0.440 0.197
C -1.8855 1.5947 -3.7408 0.583 1.614 0.402 -1.088
C -0.6825 2.0893 -4.5247 0.691 -2.363 -1.120 0.663
C 0.6079 2.5603 -3.7166 -1.976 -0.434 -0.135 0.832
O 0.3297 3.7295 -2.9847 0.894 1.113 -0.761 -0.331
C 0.1888 4.8783 -3.8338 -1.192 0.147 0.994 -1.043
N -0.2793 0.9727 -5.4457 0.922 1.133 0.061 -0.803
H -2.1890 2.5100 -3.2326 -0.401 -0.389 0.991 0.281
H -1.5535 0.7882 -3.0871 -0.361 0.129 0.276 -0.057
H -2.7503 1.3186 -4.3441 0.397 -0.240 -0.331 0.461
H -0.9986 2.8379 -5.2512 0.095 0.560 0.413 0.308
H 1.4519 2.6942 -4.3932 0.015 0.087 -0.216 0.825
H 0.9032 1.8508 -2.9437 -0.245 -0.304 -0.245 -1.375
H -0.8756 4.9629 -4.0529 -0.065 0.016 -0.572 0.349
H 0.7757 4.8709 -4.7523 0.156 -0.338 0.129 0.343
H 0.3879 5.7841 -3.2610 0.463 -0.183 0.148 0.282
H 0.7026 1.1949 -5.5266 0.555 -0.540 -1.081 0.247
H -0.2167 0.0505 -5.0386 -0.467 -0.112 0.685 0.301
C 3.4244 -1.9567 3.4729 0.444 -1.523 0.306 -1.943
C 1.9192 -2.0015 3.4403 -1.018 -0.131 -0.230 2.526
C 1.3732 -3.3953 3.9476 2.829 -0.192 -1.108 -0.956
O 1.7301 -4.4194 2.9287 -1.761 1.379 0.167 -0.418
C 0.8640 -4.3448 1.7722 0.674 -1.394 0.656 -0.401
N 1.4048 -0.8936 4.2020 -0.793 0.576 0.887 -0.843
H 3.7237 -2.4914 4.3744 0.168 0.072 0.284 0.442
H 3.9173 -0.9879 3.5532 -0.379 0.160 -0.495 0.438
H 3.8143 -2.5904 2.6763 0.269 0.375 -0.244 0.363
H 1.5069 -1.8250 2.4468 0.454 -0.635 -0.609 -1.165
H 0.3651 -3.4110 4.3619 -0.324 -0.029 -0.703 0.319
H 2.0528 -3.7417 4.7262 -0.233 0.332 0.495 0.375
H -0.1739 -4.4355 2.0926 -0.189 0.738 -0.130 0.234
H 1.0301 -5.2761 1.2307 0.252 -0.043 -0.143 0.366
H 1.1118 -3.5399 1.0802 -0.343 0.283 0.366 0.105
H 0.4647 -0.7277 3.8721 -0.712 -0.081 0.448 0.210
H 1.8039 -0.0414 3.8351 0.646 0.179 0.107 0.320
C 3.5269 2.3904 0.8283 0.180 0.216 -0.319 -1.260
C 4.2629 1.3044 -0.0123 -0.383 0.433 1.640 0.844
C 5.8169 1.4076 0.1759 -2.425 -1.225 0.099 -1.114
O 6.1367 1.0035 1.5138 -1.427 0.485 -0.858 -0.261
C 7.5010 0.9323 1.7312 0.137 0.539 0.392 -0.847
N 3.7310 -0.0062 0.3923 0.867 -0.315 -0.272 -0.596
H 3.6883 2.2871 1.9013 0.326 -0.342 0.012 0.307
H 2.4451 2.3355 0.7064 -0.003 -0.093 -0.295 0.038
H 3.8258 3.4101 0.5854 0.083 0.104 -0.231 0.477
H 4.0565 1.4347 -1.0746 0.032 0.227 -0.096 0.184
H 6.0256 2.4392 -0.1077 0.763 0.125 0.431 0.458
H 6.2143 0.6988 -0.5505 0.606 0.003 -0.006 0.437
H 7.8804 1.9103 1.4351 0.939 -0.204 -0.296 0.334
H 7.9131 0.0635 1.2179 0.484 0.185 -0.229 0.316
H 7.6873 0.8447 2.8016 -0.117 -0.199 0.032 0.224
H 4.1491 -0.2313 1.2837 0.352 -0.216 0.128 0.260
H 2.7488 0.0587 0.6184 -0.067 0.166 -0.378 0.323
C -2.6533 -2.5410 1.5642 -0.961 1.716 -2.600 -0.463
C -4.0080 -2.5706 2.2447 2.323 2.070 -0.539 0.632
C -5.2680 -2.8192 1.4654 -0.776 0.772 0.460 -0.496
O -6.4057 -2.5353 2.2882 -1.041 0.650 0.503 -0.437
C -6.7478 -1.1462 2.4443 0.896 0.351 0.303 -0.511
N -3.8156 -3.5035 3.2547 -1.068 -2.718 2.101 -0.634
H -2.5288 -3.3738 0.8721 0.795 -0.417 0.663 0.371
H -1.8698 -2.1688 2.2242 0.161 -1.164 0.286 0.078
H -2.6750 -1.6835 0.8916 -0.047 0.228 -0.535 -0.560
H -3.9809 -1.5656 2.6657 -1.037 0.434 0.068 0.129
H -5.3972 -3.8779 1.2402 0.267 -0.027 -0.354 0.417
H -5.3833 -2.1851 0.5864 0.505 -0.191 -0.386 0.196
H -7.3027 -0.6738 1.6338 0.016 -0.562 -0.523 0.157
H -5.8636 -0.5282 2.6007 0.269 -0.035 -0.254 0.197
H -7.3351 -0.9121 3.3322 -0.148 -0.953 0.194 0.325
H -4.6901 -3.9928 3.3815 -0.002 -0.199 0.782 0.251
H -3.5079 -3.1167 4.1355 -0.126 0.005 -0.029 0.230
O -1.0591 0.8647 3.1841 0.059 -0.266 1.082 -0.781
H -0.8694 1.7996 3.2620 -0.039 0.314 0.092 0.306
H -1.1854 0.7228 2.2459 -0.069 0.058 0.015 0.171
O -0.3672 3.3448 -0.4270 0.068 0.029 0.290 -1.001
H -0.3474 2.4812 -0.0147 0.264 -0.294 -0.091 0.378
H -0.1157 3.1824 -1.3362 0.134 0.323 -0.575 0.105
```
Forces are in eV/Å.



- Among the records above, which one has the lowest calculated total energy?
  C20H64BF4N12O10



- Which formula does entry 1 have?
  C31H31NO5



- Among the records above, which one has the lowest LUMO?
  C31H31NO5